A:
Density functional theory data (ωB97M-V/def2-TZVPD) for a cluster of 2 separate species, C4H10O3 in total.

Geometry as XYZ:
```
17
Properties=species:S:1:pos:R:3:nbo_charge:R:1
O -0.09626 3.10397 2.25846 -0.509
C 0.21075 2.48263 1.27523 0.456
C -0.57160 1.34520 0.52623 -0.505
C 0.16360 0.01126 0.79960 -0.436
C -0.55471 -1.19320 0.26124 -0.074
O 0.36189 -2.10323 -0.36934 -0.744
H 1.27141 2.52706 0.92110 0.084
H -1.53066 1.32083 1.14446 0.213
H -0.65063 1.88241 -0.41191 0.232
H 1.02807 0.30586 0.18852 0.220
H 0.51478 0.06907 1.79513 0.218
H -1.02300 -0.85392 -0.65430 0.181
H -1.14377 -1.73136 1.03497 0.191
H 0.22028 -3.00853 0.00888 0.484
O 0.65145 -1.67798 -3.05721 -0.977
H 0.88861 -0.89854 -3.54201 0.473
H 0.25977 -1.58152 -2.17905 0.494
```

Output
Structure (SMILES): O=CCCCO.O
Net charge: 0
Kohn-Sham gap in eV: 10.48

B:
Density functional theory data (ωB97M-V/def2-TZVPD) for a cluster of 2 separate species, C4H10O3 in total.

Geometry as XYZ:
```
17
Properties=species:S:1:pos:R:3:nbo_charge:R:1
C 2.01474 -1.50366 -1.18634 -0.652
C 0.77561 -0.87192 -0.57001 0.106
O -0.43671 -1.51233 -0.83370 -0.713
C 0.75920 0.65110 -0.97647 -0.533
C -0.49517 1.47977 -0.72632 0.452
O -1.49794 1.08860 -0.21130 -0.509
H 2.45913 -0.97742 -2.02601 0.212
H 2.80946 -1.68640 -0.45983 0.225
H 1.69529 -2.52273 -1.44307 0.223
H 0.80997 -0.90108 0.52302 0.181
H -0.57774 -1.85909 -1.69907 0.470
H 0.77737 0.74774 -2.07607 0.214
H 1.62775 1.12924 -0.52262 0.231
H -0.36127 2.51051 -1.13832 0.095
O -1.18792 0.91737 3.91323 -0.941
H -1.90507 0.28814 4.06304 0.469
H -1.10213 0.95698 2.96161 0.472
```

Output
Structure (SMILES): C[C@H](O)CC=O.O
Net charge: 0
Kohn-Sham gap in eV: 10.41

Stability summary: most stable B, least stable A.

A:
Density functional theory data (ωB97M-V/def2-TZVPD) for an isolated molecule of C4H2OS.

Geometry as XYZ:
```
8
Properties=species:S:1:pos:R:3:nbo_charge:R:1
O 1.75163 -2.92538 -0.48102 -0.471
C 1.86568 -1.84165 0.15130 0.351
C 0.72191 -0.82116 0.13320 -0.076
C -0.22361 -0.10662 -0.04579 0.001
C -1.23785 0.87527 -0.44740 -0.393
S -1.34744 2.24681 0.34521 0.176
H 2.76726 -1.74995 0.88072 0.170
H -1.97802 0.56898 -1.30372 0.241
```

Output
Structure (SMILES): O=CC#CC=S
Net charge: 0
Kohn-Sham gap in eV: 7.82

B:
Density functional theory data (ωB97M-V/def2-TZVPD) for an isolated molecule of C4H2OS.

Geometry as XYZ:
```
8
Properties=species:S:1:pos:R:3:nbo_charge:R:1
C 1.64006 -2.24534 1.14326 -0.094
C 1.27515 -1.19680 0.72687 -0.144
C 1.07166 -0.28280 -0.29648 0.418
O 1.95760 -0.16756 -1.08862 -0.452
C -0.25896 0.30207 -0.41557 -0.372
S -1.06250 1.59380 0.00382 0.185
H 1.66129 -3.15163 1.81884 0.256
H -0.88131 -0.52520 -0.59716 0.202
```

Output
Structure (SMILES): C#CC(=O)C=S
Net charge: 0
Kohn-Sham gap in eV: 8.27

Stability summary: most stable A, least stable B.

A:
Density functional theory data (ωB97M-V/def2-TZVPD) for a cluster of 2 separate species, C4H5FNO4S in total.

Geometry as XYZ:
```
16
Properties=species:S:1:pos:R:3:nbo_charge:R:1
C 1.51554 -0.82544 1.20561 -0.651
C 0.92571 -0.39533 0.13561 0.428
C -1.91728 -1.84592 3.93730 1.050
C -0.63933 0.55196 -1.40467 -0.439
N 0.58835 -0.06154 -0.98137 -0.454
O -2.88695 0.09878 1.03650 -0.957
O -2.03984 -2.64570 4.80716 -0.663
O -1.85096 1.67302 2.57441 -0.944
O -2.47235 -0.79444 3.63105 -0.723
F -0.84830 -2.16629 2.98732 -0.468
S -1.82025 0.34237 1.99790 1.720
H 2.08078 -0.16863 1.84055 0.229
H 1.34573 -1.82810 1.55357 0.251
H -0.80864 0.26456 -2.44400 0.189
H -1.49818 0.26887 -0.79276 0.231
H -0.52536 1.63737 -1.36182 0.200
```

Output
Net charge: -1
Kohn-Sham gap in eV: 8.99

B:
Density functional theory data (ωB97M-V/def2-TZVPD) for the ion C4H5FNO4S with charge -1.

Geometry as XYZ:
```
16
Properties=species:S:1:pos:R:3:nbo_charge:R:1
C -0.17887 1.55735 -0.22086 0.723
C 0.98654 -1.83238 -0.11088 -0.231
C -0.18689 -1.59231 -1.11293 -0.651
C 0.01438 2.54171 0.89811 0.333
N 0.35200 -1.32996 1.12157 -0.931
O 0.48181 1.11023 -1.16018 -0.801
O -0.82203 2.83095 -0.22212 -0.543
O -1.20573 0.63670 0.32894 -0.762
O -2.23389 -1.40118 0.85452 -0.945
F 1.17710 3.32247 0.88145 -0.377
S -0.94524 -0.90953 0.40792 2.215
H 1.31418 -2.83548 0.11655 0.166
H 2.00403 -1.26392 -0.25421 0.183
H 0.18507 -0.89507 -1.79237 0.282
H -0.51968 -2.44095 -1.52555 0.208
H -0.42278 2.50138 1.79005 0.132
```

Output
Net charge: -1
Kohn-Sham gap in eV: 8.27

Stability summary: most stable A, least stable B.

A:
Density functional theory data (ωB97M-V/def2-TZVPD) for a structure of composition C22H43F3N2O18PPt.

Geometry as XYZ:
```
90
Properties=species:S:1:pos:R:3:lowdin_spin:R:1
Pt 0.18183 2.32357 -3.28280 1.254
C 3.02732 -3.45822 -0.49208 0.000
N 3.07940 -3.87002 0.94404 0.000
C 1.76774 -4.52045 1.37360 0.000
C 4.17545 -4.87363 1.16860 0.000
C 3.41679 -2.63884 1.79694 0.000
C 2.59727 -1.41452 1.51720 0.000
O 1.27808 -1.74852 1.94149 0.000
H 2.05608 -3.03182 -0.71871 0.000
H 3.08984 -4.43639 -0.98501 0.000
H 3.93381 -2.99968 -0.87895 0.000
H 0.91254 -4.03823 0.91084 0.000
H 1.87786 -4.42939 2.45141 0.000
H 1.78644 -5.57623 1.11159 0.000
H 4.37245 -5.00770 2.23132 0.000
H 5.06610 -4.51155 0.66253 0.000
H 3.87365 -5.85550 0.81309 0.000
H 4.47550 -2.48879 1.56974 0.000
H 3.40067 -2.93314 2.84497 0.000
H 2.65857 -1.00304 0.50601 0.000
H 3.00141 -0.58310 2.10953 0.000
H 0.71124 -1.16235 1.41350 0.000
C 0.13248 0.96647 -1.00907 0.018
O 0.46314 0.55355 -2.18815 0.262
O -0.06877 2.25019 -1.04903 0.383
O 0.02839 0.27146 -0.00292 0.062
C -3.23615 -1.83936 0.27096 0.000
C -1.93775 -2.41677 0.84073 0.000
C -2.10744 -3.89708 1.29244 0.000
O -3.16686 -3.98736 2.18906 0.000
C -3.80390 -5.24489 2.25260 0.000
N -0.92020 -2.43679 -0.22622 0.000
H -3.77442 -2.51739 -0.38948 0.000
H -3.11648 -0.78916 -0.00471 0.000
H -3.97616 -1.67168 1.06909 0.000
H -1.60354 -1.87940 1.72792 0.000
H -1.18185 -4.21831 1.78080 0.000
H -2.24607 -4.41483 0.33376 0.000
H -4.45708 -5.27500 3.12946 0.000
H -3.08590 -6.01954 2.54524 0.000
H -4.43075 -5.40673 1.37650 0.000
H -0.55737 -1.49971 -0.40520 0.000
H -1.38178 -2.84043 -1.03113 0.000
C -6.53913 5.07557 -2.27742 0.000
O -5.14636 4.85511 -2.03059 0.000
P -4.41243 5.23158 -0.66586 0.000
O -4.88953 6.38864 0.10566 0.000
O -4.28880 3.87941 0.21138 0.000
C -3.76917 2.67176 -0.36022 0.000
O -2.89469 5.44563 -1.19683 0.000
C -1.87947 5.54228 -0.21801 0.000
H -7.02755 5.76464 -1.58903 0.000
H -6.99401 4.09029 -2.32372 0.000
H -6.62787 5.58667 -3.23688 0.000
H -3.96578 2.73640 -1.43498 0.000
H -4.34361 1.86150 0.08088 0.000
H -2.68840 2.66553 -0.21342 0.000
H -1.47034 4.58680 0.12807 0.000
H -2.20828 5.97973 0.73059 0.000
H -1.05648 6.17456 -0.54002 0.000
C 3.02959 -0.29601 -3.58721 0.002
C 4.19721 -0.54712 -4.51566 0.000
O 3.71659 -1.84687 -4.99784 0.000
C 3.04481 -2.44497 -3.98820 0.000
O 2.54532 -3.52672 -4.06623 0.000
O 2.85039 -1.55999 -2.99839 0.001
F 5.38274 -0.74836 -3.90933 0.000
H 2.09488 -0.03068 -4.08697 0.003
H 3.20971 0.45545 -2.81720 0.001
H 4.32600 0.14256 -5.34602 0.000
C 3.71818 3.38577 -1.66152 0.001
C 3.28358 3.29061 -0.19697 0.000
O 2.64408 4.53723 -0.00085 0.001
C 2.09323 4.94813 -1.19556 0.001
O 1.39781 5.87348 -1.39972 0.000
O 2.82775 4.34429 -2.14548 0.011
F 4.29883 3.21988 0.71315 0.000
H 3.71613 2.39432 -2.11447 0.001
H 4.69908 3.86080 -1.77302 0.000
H 2.56647 2.50127 0.06625 0.000
C -0.41425 0.76708 3.21701 0.000
C -1.73035 1.22945 2.52672 0.000
O -1.96017 2.48726 3.16270 0.000
C -1.34701 2.50329 4.34614 0.000
O -1.52511 3.30419 5.21534 0.000
O -0.56467 1.43492 4.46545 0.000
F -2.66082 0.29028 2.85715 0.000
H 0.53592 1.02209 2.74355 0.000
H -0.40213 -0.31095 3.35764 0.000
H -1.68346 1.35350 1.44851 0.000
```

Output
Spin multiplicity: 3
Net charge: +1
Kohn-Sham gap (spin up / spin down) in eV: 5.69 / 4.55

B:
Density functional theory data (ωB97M-V/def2-TZVPD) for a structure of composition C22H43F3N2O18PPt.

Geometry as XYZ:
```
90
Properties=species:S:1:pos:R:3:lowdin_spin:R:1
Pt 2.26735 0.84912 4.69120 0.917
C -0.02212 -1.47426 -7.07219 0.000
N 0.07406 -3.00915 -7.00425 0.000
C -1.24186 -3.60860 -6.62912 0.000
C 0.47521 -3.51038 -8.44230 0.000
C 1.24180 -3.43162 -6.06205 0.000
C 1.21721 -2.96476 -4.63365 0.000
O 0.06945 -3.47064 -3.93628 0.000
H -0.28967 -1.19726 -6.05250 0.000
H -0.75345 -1.16003 -7.81685 0.000
H 0.97150 -1.12971 -7.35873 0.000
H -1.88228 -3.27328 -7.44492 0.000
H -1.57293 -3.10999 -5.71816 0.000
H -1.13145 -4.69276 -6.60638 0.000
H 0.56587 -4.59321 -8.35650 0.000
H 1.40438 -3.00147 -8.69871 0.000
H -0.25372 -3.40017 -9.24518 0.000
H 2.19980 -3.21091 -6.53282 0.000
H 1.17865 -4.51974 -6.07223 0.000
H 1.38847 -1.89925 -4.48056 0.000
H 2.05151 -3.44345 -4.12091 0.000
H -0.28429 -2.75491 -3.40319 0.000
C -0.12269 -0.14367 1.39392 0.018
O -0.86347 -0.45558 0.50392 0.163
O 0.33784 -0.91315 2.21574 0.465
O 0.16438 0.98605 1.69281 0.437
C 2.48831 6.78393 4.01766 0.000
C 1.20702 6.64384 4.78781 0.000
C 0.09744 7.56864 4.15324 0.000
O -1.10220 7.38272 4.88120 0.000
C -2.09308 8.35946 4.68164 0.000
N 0.78685 5.28102 4.78703 0.000
H 3.32206 6.33258 4.55547 0.000
H 2.69068 7.85196 4.09791 0.000
H 2.35238 6.53442 2.96534 0.000
H 1.40690 6.98251 5.80440 0.000
H -0.13271 7.20532 3.15168 0.000
H 0.36221 8.62491 4.10527 0.000
H -2.87765 8.27161 5.43319 0.000
H -2.62992 8.14150 3.75839 0.000
H -1.86228 9.42471 4.69105 0.000
H -0.14782 5.34991 5.16354 0.000
H 0.45260 5.10174 3.85096 0.000
C 4.33966 -7.01520 5.88384 0.000
O 4.02665 -5.58705 5.87313 0.000
P 4.75555 -4.61262 4.81588 0.000
O 4.35918 -3.14280 4.83409 0.000
O 6.35543 -4.85431 5.02075 0.000
C 7.26703 -4.03782 4.29460 0.000
O 4.55992 -5.37078 3.35878 0.000
C 3.21950 -5.72359 3.00602 0.000
H 4.83257 -7.40181 4.99183 0.000
H 3.43499 -7.62204 5.92148 0.000
H 4.91560 -7.36409 6.74096 0.000
H 6.79466 -3.54905 3.44251 0.000
H 7.99198 -4.69491 3.81422 0.000
H 7.73850 -3.34539 4.99200 0.000
H 3.10134 -6.75522 2.67453 0.000
H 2.93791 -5.25639 2.06234 0.000
H 2.41446 -5.62691 3.73449 0.000
C -4.19124 -4.62878 0.76336 0.000
C -5.25989 -3.83208 0.03970 0.000
O -6.37556 -4.15054 0.79250 0.000
C -6.16369 -5.22586 1.60554 0.000
O -6.98468 -5.80298 2.36292 0.000
O -4.87012 -5.58892 1.47582 0.000
F -5.47734 -4.20753 -1.20883 0.000
H -3.63792 -4.06683 1.51579 0.000
H -3.46821 -4.96166 0.01869 0.000
H -4.94611 -2.78872 0.00740 0.000
C -5.22937 2.58781 -0.06841 0.000
C -4.80857 4.04446 -0.07262 0.000
O -5.88310 4.67624 0.60638 0.000
C -6.92430 3.92573 0.57868 0.000
O -8.04362 4.26457 0.95682 0.000
O -6.59385 2.71160 0.21258 0.000
F -4.79186 4.43330 -1.37512 0.000
H -4.72322 2.01847 0.71117 0.000
H -5.08693 2.20725 -1.07984 0.000
H -3.81570 4.18412 0.35492 0.000
C 2.08700 4.12668 -2.87962 0.000
C 0.68577 4.43009 -2.62420 0.000
O 0.29323 4.86601 -3.85040 0.000
C 0.96700 4.25915 -4.78808 0.000
O 0.70253 4.17392 -5.96069 0.000
O 2.03275 3.63473 -4.22425 0.000
F 0.63209 5.36827 -1.71248 0.000
H 2.47904 3.41909 -2.14905 0.000
H 2.70046 5.02764 -2.87357 0.000
H 0.14021 3.54670 -2.29242 0.000
```

Output
Spin multiplicity: 3
Net charge: +1
Kohn-Sham gap (spin up / spin down) in eV: 4.96 / 4.95

Stability summary: most stable A, least stable B.

A:
Density functional theory data (ωB97M-V/def2-TZVPD) for an isolated molecule of C2H3BrN2S.

Geometry as XYZ:
```
9
Properties=species:S:1:pos:R:3:nbo_charge:R:1
C 0.40982 2.13058 0.01973 0.711
C 0.10584 -2.02573 -0.09175 -0.715
N -0.08897 0.99223 0.15055 -0.733
N 0.57085 3.26012 -0.31583 -0.626
S 0.51946 -0.41354 -0.60664 0.894
Br 2.86955 0.12653 -0.15798 -0.434
H -0.34029 -2.24157 0.89152 0.249
H 0.46512 -2.59541 -0.89525 0.244
H 1.26811 3.83462 0.02546 0.411
```

Output
Net charge: 0
Kohn-Sham gap (spin up / spin down) in eV: 7.42 / 7.42

B:
Density functional theory data (ωB97M-V/def2-TZVPD) for a structure of composition C2H3BrN2S.

Geometry as XYZ:
```
9
Properties=species:S:1:pos:R:3:nbo_charge:R:1
C -0.33750 0.91771 0.00253 0.257
C 2.29985 -0.09603 0.01315 0.098
N -1.00830 1.89619 0.06575 -0.610
N 1.60675 -1.13693 -0.08605 -0.725
S 1.76142 1.53899 -0.00530 0.095
Br 4.35278 -0.02466 -0.03168 -0.097
H -0.31048 -0.06533 -0.14510 0.201
H -1.95531 2.08890 -0.10791 0.398
H 2.08261 -2.01355 0.13448 0.383
```

Output
Net charge: 0
Kohn-Sham gap in eV: 9.74

Stability summary: most stable B, least stable A.

A:
Density functional theory data (ωB97M-V/def2-TZVPD) for an isolated molecule of C2H3P.

Geometry as XYZ:
```
6
Properties=species:S:1:pos:R:3:nbo_charge:R:1
C -0.24214 0.88051 0.06156 -0.523
P -1.60309 -0.08454 0.04820 0.569
C 0.24553 -0.48189 0.04118 -0.665
H 0.12370 1.80687 -0.20418 0.219
H 0.79805 -0.99840 -0.77867 0.196
H 0.67794 -1.12256 0.83192 0.204
```

Output
Structure (SMILES): C1=PC1
Net charge: 0
Kohn-Sham gap in eV: 8.87

B:
Density functional theory data (ωB97M-V/def2-TZVPD) for a cluster of 2 separate species, C2H3P in total.

Geometry as XYZ:
```
6
Properties=species:S:1:pos:R:3:nbo_charge:R:1
C -0.95296 -0.21390 2.01380 -0.482
C -0.52791 -0.36624 0.90783 -0.174
P 1.04369 -0.40961 -2.05036 0.502
H -1.35675 -0.08999 2.98385 0.226
H 1.79703 0.62179 -1.49098 -0.037
H -0.00311 0.45795 -2.36414 -0.034
```

Output
Net charge: 0
Kohn-Sham gap (spin up / spin down) in eV: 6.11 / 6.11

Stability summary: most stable A, least stable B.